Entry one
Computed, not measured: 11 unconnected molecules or ions with the total composition C32H91N5O17, with wB97M-V/def2-TZVPD.

Structure (XYZ):
```
145
C32H91N5O17 wB97M-V/def2-TZVPD
C -16.39019 -24.82082 -13.47767
O -16.77596 -24.03070 -14.59220
C -16.65376 -24.82624 -15.78732
C -17.19443 -24.17775 -17.02583
C -16.56085 -24.92491 -18.26174
N -16.60752 -22.82010 -17.11710
H -15.30666 -24.81412 -13.59604
H -16.69803 -25.86565 -13.43704
H -16.74928 -24.33217 -12.57192
H -15.61258 -25.10858 -15.94331
H -17.25129 -25.73313 -15.69450
H -18.27812 -24.16777 -17.14250
H -17.08854 -24.68212 -19.18407
H -16.62469 -26.00208 -18.10769
H -15.51597 -24.68152 -18.45434
H -16.39969 -22.54662 -16.16730
H -15.71578 -23.00869 -17.55222
C -11.18500 -20.89998 -10.29188
O -11.94730 -21.70980 -11.13661
C -13.34596 -21.63213 -11.16233
C -14.09808 -22.05650 -9.83286
C -13.75955 -23.41001 -9.16691
N -15.46827 -22.27694 -10.08260
H -11.54714 -19.87284 -10.33599
H -10.11511 -21.05516 -10.43102
H -11.18948 -21.14803 -9.23048
H -13.67040 -20.65452 -11.51886
H -13.34608 -22.41522 -11.92053
H -13.96111 -21.32319 -9.03812
H -13.81163 -24.10538 -10.00467
H -14.36798 -23.54992 -8.27341
H -12.71369 -23.38837 -8.86062
H -15.69032 -22.76054 -10.94105
H -15.92794 -22.80881 -9.35740
C -14.35697 -30.58927 -10.88758
O -15.58229 -30.11173 -10.44104
C -15.54621 -28.67867 -10.18208
C -16.88417 -28.13963 -10.12096
C -17.49139 -27.79877 -11.44740
N -16.83311 -26.90064 -9.30907
H -14.34003 -31.67034 -11.02574
H -13.52632 -30.46688 -10.19250
H -14.00510 -30.08283 -11.78636
H -15.06301 -28.54983 -9.21357
H -15.00310 -28.19553 -10.99431
H -17.49606 -28.84804 -9.56253
H -18.50240 -27.42891 -11.27667
H -17.64489 -28.68741 -12.05967
H -17.11010 -27.03722 -12.12767
H -16.99590 -26.14695 -9.96142
H -15.98717 -26.70575 -8.79285
C -19.67693 -21.92336 -13.66418
O -19.05570 -20.66764 -13.39529
C -17.77933 -20.83237 -12.99589
C -17.47177 -19.53013 -12.18881
C -17.53085 -18.35412 -13.17314
N -16.05290 -19.62208 -11.70691
H -19.42682 -22.50503 -14.55143
H -20.61928 -21.42728 -13.89651
H -19.76783 -22.55932 -12.78361
H -17.58879 -21.70756 -12.37475
H -17.20251 -20.96195 -13.91164
H -18.11823 -19.37021 -11.32591
H -17.12125 -18.54701 -14.16467
H -17.06680 -17.40397 -12.90861
H -18.60777 -18.22248 -13.27815
H -15.64827 -18.93220 -11.09011
H -16.09476 -20.43088 -11.10343
C -10.92554 -29.41808 -11.21761
O -11.72030 -28.31000 -11.34263
C -10.91194 -27.05549 -11.35204
C -11.72494 -25.79717 -11.22415
C -12.68279 -25.58274 -12.40162
N -10.97791 -24.57522 -11.07764
H -9.89311 -29.42630 -11.56705
H -11.36083 -30.25686 -11.76081
H -10.90735 -29.79224 -10.19400
H -10.17757 -27.10987 -10.54839
H -10.33135 -27.04943 -12.27452
H -12.37746 -25.86027 -10.35333
H -13.25604 -26.50770 -12.46442
H -12.22142 -25.58875 -13.38914
H -13.37414 -24.74027 -12.38199
H -11.60214 -23.85282 -11.40717
H -10.33966 -24.40875 -11.84252
O -17.07177 -28.64598 -15.15100
C -15.94596 -29.43996 -15.06000
C -16.14147 -30.81881 -15.84891
O -16.16411 -30.45135 -17.21928
H -17.42312 -28.68810 -16.04340
H -15.02737 -29.04310 -15.49221
H -15.83753 -29.51621 -13.97809
H -17.07809 -31.21002 -15.45169
H -15.37038 -31.53654 -15.56894
H -16.91432 -29.90469 -17.46414
O -20.99692 -24.52215 -20.34203
C -20.58505 -24.48476 -21.68403
C -19.43907 -25.58530 -21.90807
O -19.80616 -26.87221 -21.40579
H -21.79515 -25.05507 -20.32109
H -21.46545 -24.79467 -22.24702
H -20.22278 -23.53673 -22.08162
H -18.44011 -25.29318 -21.58430
H -19.24575 -25.68091 -22.97652
H -20.09719 -26.75014 -20.49915
O -12.11618 -21.94701 -20.09163
C -13.25974 -22.58213 -20.66972
C -14.40916 -22.23042 -19.83534
O -14.06156 -22.83676 -18.65953
H -11.41330 -21.86846 -20.74079
H -13.39532 -22.28327 -21.70914
H -13.08324 -23.65124 -20.78785
H -15.22918 -22.87738 -20.14697
H -14.65629 -21.16901 -19.81430
H -13.11534 -22.68768 -18.72300
O -21.29143 -25.30235 -16.60023
C -22.52027 -24.77494 -17.13701
C -23.48650 -25.73203 -17.77617
O -23.10737 -25.93409 -19.17343
H -20.69005 -25.74333 -17.20478
H -23.04852 -24.34572 -16.28565
H -22.26924 -23.90254 -17.74034
H -24.55179 -25.51123 -17.70903
H -23.51718 -26.71941 -17.31547
H -23.86649 -26.12081 -19.73064
O -12.20266 -23.75564 -15.21402
C -13.11471 -22.68972 -15.01402
C -12.44292 -21.27021 -15.18633
O -11.86756 -21.09747 -16.42684
H -11.89798 -23.86799 -16.11743
H -13.84251 -22.74270 -15.82371
H -13.62347 -22.92187 -14.07841
H -11.56419 -21.22051 -14.54331
H -13.17252 -20.53453 -14.84786
H -11.55999 -20.19171 -16.34562
O -18.88949 -18.30670 -17.56644
C -18.14083 -19.40377 -17.08783
C -16.97448 -19.75319 -17.97229
O -17.35791 -20.70830 -18.89154
H -19.27160 -18.67950 -18.36433
H -17.78321 -19.04166 -16.12394
H -18.83596 -20.21706 -16.87937
H -16.13687 -20.02493 -17.32990
H -16.64863 -18.80707 -18.40446
H -17.20185 -21.51254 -18.39109
```

Results
SMILES = COC[C@H](C)N.COC[C@H](C)N.COC[C@H](C)N.COC[C@H](C)N.COC[C@H](C)N.OCCO.OCCO.OCCO.OCCO.OCCO.OCCO
multiplicity = 1
HOMO = -0.3252 hartree
E_LUMO = 0.101 eV

---

Entry two
Computed, not measured: 11 unconnected molecules or ions with the total composition C32H91N5O17, with wB97M-V/def2-TZVPD.

Structure (XYZ):
```
145
C32H91N5O17 wB97M-V/def2-TZVPD
C 2.05457 -0.16858 3.64602
O 2.02531 -0.49687 5.03990
C 3.18411 -0.99864 5.58377
C 2.86711 -1.59829 6.93256
C 2.29411 -0.53389 7.86166
N 4.00820 -2.28849 7.56760
H 2.70956 0.68378 3.44938
H 1.03746 0.14391 3.41096
H 2.33179 -1.01634 3.01837
H 3.75280 -1.71918 4.97957
H 3.92188 -0.19021 5.71693
H 2.14943 -2.38500 6.67600
H 2.32416 -0.97571 8.85736
H 1.29923 -0.21762 7.55184
H 2.88850 0.37714 7.76314
H 4.43368 -1.62605 8.20414
H 4.59501 -2.48856 6.76522
C -1.74367 2.20179 -3.92909
O -2.41846 1.63572 -5.07041
C -3.63869 1.06107 -4.60604
C -4.38866 0.47515 -5.82910
C -5.70581 -0.19158 -5.50321
N -3.51443 -0.40790 -6.60781
H -1.42140 3.19471 -4.24678
H -0.92724 1.51445 -3.70679
H -2.30257 2.36844 -3.00688
H -3.47262 0.39304 -3.75747
H -4.27684 1.90102 -4.30426
H -4.65675 1.29070 -6.50287
H -5.77115 -0.70257 -4.54144
H -5.94083 -0.84180 -6.34470
H -6.45870 0.59525 -5.42474
H -2.59305 0.01020 -6.66970
H -3.34113 -1.30360 -6.16507
C 4.04233 0.06435 -2.52816
O 3.75327 0.92089 -1.45900
C 4.53045 2.12484 -1.43365
C 4.06677 2.97961 -0.22935
C 5.10274 4.08086 0.06522
N 4.10150 2.17867 0.98087
H 3.35761 -0.77984 -2.62050
H 5.00712 -0.44295 -2.41506
H 4.02984 0.63535 -3.45937
H 5.61174 2.00071 -1.38193
H 4.21382 2.76573 -2.26148
H 3.08841 3.43098 -0.42030
H 6.07423 3.58560 0.11733
H 4.99044 4.53433 1.05061
H 5.13594 4.89179 -0.66290
H 4.13724 2.74782 1.81275
H 3.40060 1.45256 1.03731
C -3.36323 -3.51020 5.17502
O -2.06888 -3.01172 4.89497
C -1.57721 -3.37676 3.58963
C -0.02667 -3.27527 3.40702
C 0.35105 -3.80083 2.01220
N 0.73934 -4.25788 4.20408
H -4.05422 -3.65859 4.34142
H -3.94737 -2.77855 5.74319
H -3.41777 -4.35580 5.86406
H -1.93057 -4.37199 3.31208
H -1.98054 -2.63008 2.89651
H 0.22569 -2.25500 3.69376
H -0.08616 -4.78922 1.86755
H 1.39813 -3.72854 1.73832
H -0.25207 -3.20471 1.31372
H 0.44623 -5.18155 3.91187
H 0.42321 -4.15574 5.16647
C 1.03445 -0.86613 -5.14167
O 1.82326 -1.44659 -6.13222
C 1.33005 -1.16864 -7.42046
C 2.29421 -1.66058 -8.48187
C 1.91057 -1.08163 -9.83206
N 2.27555 -3.13698 -8.50778
H 0.79677 0.18148 -5.35899
H 1.38373 -1.02039 -4.12459
H 0.03813 -1.32344 -5.22776
H 0.29165 -1.47486 -7.59546
H 1.24361 -0.07942 -7.55081
H 3.27522 -1.33986 -8.13063
H 0.84062 -1.14371 -10.03867
H 2.33551 -1.73955 -10.59384
H 2.30538 -0.08285 -10.00767
H 1.34725 -3.50090 -8.68484
H 2.53860 -3.49491 -7.59821
O -1.70366 1.29132 3.56589
C -2.16935 0.30148 4.44996
C -3.70922 0.08871 4.55401
O -4.28290 1.28609 5.14512
H -2.39224 1.84554 3.17934
H -1.76976 -0.61158 3.99795
H -1.76099 0.34428 5.46068
H -3.94096 -0.65232 5.31754
H -4.19906 -0.13103 3.60826
H -4.01453 1.31672 6.06649
O -1.13145 4.27428 0.73584
C 0.02617 4.71479 1.46150
C 0.09832 6.21859 1.51569
O -0.95255 6.77467 2.25633
H -1.86892 4.68219 1.19787
H -0.01320 4.28575 2.46753
H 0.89722 4.25826 0.98926
H 0.12829 6.57157 0.48239
H 1.02928 6.44881 2.03778
H -1.73914 7.00287 1.75814
O -0.10393 -0.09542 -1.93397
C 0.66499 0.32945 -0.82748
C -0.08664 0.87054 0.38260
O -1.00577 -0.09354 0.89895
H -0.83473 -0.67452 -1.67050
H 1.37757 -0.45208 -0.54186
H 1.37721 1.07151 -1.19264
H -0.59159 1.82339 0.19556
H 0.53853 1.13548 1.24141
H -1.28446 0.08145 1.80144
O 6.18076 -0.17903 1.98899
C 6.11285 -1.10487 0.91489
C 4.74273 -1.82700 0.82416
O 3.72119 -0.83187 0.67147
H 5.35010 0.29549 2.08051
H 6.30145 -0.56198 -0.01545
H 6.87631 -1.88050 0.99153
H 4.47466 -2.31811 1.75932
H 4.90315 -2.63483 0.10422
H 3.64682 -0.33157 -0.15848
O -5.67885 -2.64745 -0.99163
C -4.60207 -1.92924 -1.57431
C -3.27264 -2.56194 -1.10863
O -2.31197 -1.49236 -1.00720
H -5.62256 -2.64242 -0.03437
H -4.68479 -1.83772 -2.65819
H -4.77310 -0.88546 -1.29353
H -2.81958 -3.23613 -1.83435
H -3.44163 -3.06228 -0.15546
H -1.97859 -1.34378 -0.11077
O -6.33990 2.35791 0.76479
C -5.30392 1.35027 0.80253
C -3.96408 2.00084 0.35376
O -3.55357 2.93205 1.36680
H -6.15274 2.93362 1.51339
H -5.35672 0.88214 1.78525
H -5.57605 0.62335 0.03670
H -4.13359 2.46336 -0.62118
H -3.23149 1.24015 0.07550
H -3.98719 3.77671 1.22391
```

Results
SMILES = COC[C@H](C)N.COC[C@H](C)N.COC[C@H](C)N.COC[C@H](C)N.COC[C@H](C)N.OCCO.OCCO.OCCO.OCCO.OCCO.OCCO
multiplicity = 1
HOMO = -0.3319 hartree
E_LUMO = 0.054 eV

---

Which of them is the least stable? Correct choice: entry one.

---

Entry one
Computed, not measured: 13 unconnected molecules or ions with the total composition C4H36NO13, with wB97M-V/def2-TZVPD.

Structure (XYZ):
```
54
C4H36NO13 wB97M-V/def2-TZVPD
O 2.49419 -2.69814 0.81813
C 2.50647 -2.27958 -0.54372
C 1.89374 -0.94042 -0.72142
N 0.39218 -1.04363 -1.10141
C 0.33148 -1.23750 -2.69011
C 0.15045 0.18031 -3.31088
H 1.61579 -2.96407 0.97108
H 3.54999 -2.41315 -0.80981
H 2.20697 -3.04931 -1.29936
H 1.95038 -0.31688 0.27278
H 2.37752 -0.30381 -1.53185
H 0.02515 -0.09535 -0.85615
H 0.02625 -1.79636 -0.54020
H 1.02668 -1.75506 -3.10892
H -0.59867 -1.73131 -2.96155
H -0.38317 0.20271 -4.25714
H -0.36829 0.71911 -2.55796
H 1.13902 0.72710 -3.29030
H -4.22716 -0.16866 -2.10202
H -4.27707 1.44195 -2.00312
O -4.04732 0.58109 -1.48845
H -1.89020 3.50837 3.10066
H -2.83215 2.43676 2.31198
O -1.94690 2.94983 2.22063
H 1.29320 -2.97088 3.91197
H -0.18775 -3.42115 3.52931
O 0.61092 -3.00727 3.25400
H -3.20854 -2.28927 -0.90472
H -2.81401 -2.55645 0.47973
O -2.38841 -2.46335 -0.43125
H -0.39312 2.63209 -0.06125
H -0.80032 1.69531 0.97011
O -0.51739 1.69002 0.02786
H 2.45697 2.03835 0.91269
H 3.14676 1.26643 -0.18339
O 3.25788 2.10467 0.31206
H -4.25689 -1.63623 2.57119
H -4.75779 -1.72690 1.08513
O -4.04574 -1.56568 1.65116
H 3.57580 2.80279 -2.11703
H 3.86248 2.07816 -3.29567
O 3.11930 2.24433 -2.71856
H 1.05691 5.24944 -0.30940
H -0.37176 5.34526 0.18201
O 0.28956 4.69975 -0.04554
H 4.66818 0.21275 1.66639
H 3.93230 -1.14112 1.37026
O 4.20411 -0.36961 0.85983
H -3.64984 0.54629 2.41126
H -5.00301 1.14859 1.93223
O -4.36800 1.02158 2.72291
H 0.67261 -1.54366 2.28380
H -0.71609 -1.03349 1.86022
O 0.21633 -1.00472 1.55181
```

Results
multiplicity = 1
HOMO = -0.4748 hartree
charge = +1
E_LUMO = -2.549 eV

---

Entry two
Computed, not measured: 13 unconnected molecules or ions with the total composition C4H36NO13, with wB97M-V/def2-TZVPD.

Structure (XYZ):
```
54
C4H36NO13 wB97M-V/def2-TZVPD
C 0.02465 -2.97668 0.78493
C -0.39188 -1.60653 0.30315
C 0.60866 -0.48374 0.70659
C 0.74097 -0.30218 2.21076
O 0.03602 0.68838 0.14043
N -1.78682 -1.24242 0.79951
H 1.02014 -3.26693 0.41762
H 0.00479 -3.05454 1.89024
H -0.70154 -3.72924 0.47733
H -0.47801 -1.61436 -0.80781
H 1.60790 -0.65229 0.27324
H 0.73758 -1.25594 2.73676
H 1.67357 0.20499 2.47552
H -0.05872 0.29448 2.62328
H 0.60244 1.48702 0.25185
H -2.06811 -0.26279 0.57220
H -2.49154 -1.89966 0.36269
H -1.81177 -1.36631 1.85061
H -1.09452 -2.48023 -3.57047
H -1.68097 -1.07881 -3.34098
O -1.90173 -2.01633 -3.33673
H 2.35148 2.49346 0.21514
H 1.35785 3.22985 -0.62103
O 1.47487 2.93606 0.29779
H -1.77269 -0.23203 3.80673
H -2.50197 -1.54475 4.15879
O -1.81932 -1.20540 3.56791
H -0.26875 0.71763 -1.61322
H 0.48951 1.51072 -2.69693
O -0.11927 0.74829 -2.58577
H -2.15953 1.96072 0.91528
H -3.15095 1.75029 -0.27971
O -2.77103 1.31834 0.50578
H 3.67315 0.78954 -1.19573
H 4.61943 2.08982 -0.93355
O 3.71496 1.78634 -1.01446
H -1.26503 3.87672 1.97098
H -0.16740 2.93394 1.43710
O -1.05353 2.94283 1.84926
H 1.00271 -0.52320 -2.97287
H 1.76132 -1.28004 -4.11449
O 1.50116 -1.34204 -3.19001
H -2.61973 -2.63812 -1.91669
H -3.86662 -3.25726 -1.22655
O -2.98928 -2.90279 -1.05112
H 2.87860 -1.04249 -2.20937
H 3.97500 -1.57473 -1.20818
O 3.62162 -0.77839 -1.62371
H -1.36563 1.86069 4.75728
H -1.48709 1.98065 3.18783
O -1.72028 1.43405 3.97263
H 1.86337 3.42583 -3.22527
H 2.53240 2.39149 -2.22607
O 1.68959 2.75809 -2.55849
```

Results
multiplicity = 1
HOMO = -0.4933 hartree
charge = +1
E_LUMO = -2.276 eV

---

Which of them is the least stable? Correct choice: entry one.